(1)
A 2-piece molecular cluster, CH5N3 overall in a non-equilibrium geometry. Source: OMol25; level of theory: the ωB97M-V functional and the def2-TZVPD basis.

Geometry as ORCA input:
```
! RIJCOSX wB97M-V def2-TZVPD def2/J DEFGRID3
* xyz 0 1
C 1.93100 0.04119 0.42297
N -1.87287 0.61863 0.03027
N -1.83613 -0.76844 -0.43533
N -1.12785 -0.28713 0.66552
H 2.03337 0.86279 -0.22649
H 1.72732 0.24483 1.52668
H 2.00687 -0.97588 0.02343
H -1.35559 1.31794 -0.61074
H -1.50612 -1.05391 -1.39631
*
```

HOMO level (spin up / spin down) ... -8.78 / -9.04 eV
M ... 59.07 g mol⁻¹
Energy above the lowest of the compared OMol25 structures with the same formula, charge and spin ... 773.3 kJ/mol

(2)
C7H12 as an isolated structure in a non-equilibrium geometry. Source: OMol25; level of theory: the ωB97M-V functional and the def2-TZVPD basis.

Geometry as ORCA input:
```
! RIJCOSX wB97M-V def2-TZVPD def2/J DEFGRID3
* xyz 0 1
C -0.34854 1.29333 -0.65220
C -0.76859 1.67435 0.72282
C -0.77540 -1.81580 0.61669
C -0.47370 -0.03110 -1.24934
C 1.24537 0.18755 -0.64341
C -0.70913 -1.32670 -0.78003
C 1.89631 0.13423 0.52052
H -0.13743 2.09240 -1.35695
H -0.47634 0.02798 -2.33216
H 1.80978 0.15446 -1.56416
H -0.70410 -2.09339 -1.54783
H 0.11384 1.98236 1.30667
H -1.24538 0.88505 1.30055
H -1.47156 2.50662 0.67409
H 0.15744 -1.61023 1.16275
H -1.59076 -1.37127 1.18393
H -0.90703 -2.89748 0.62502
H 2.96865 0.00828 0.52945
H 1.41658 0.19934 1.48359
*
```

HOMO level (spin up / spin down) ... -6.59 / -6.59 eV
M ... 96.17 g mol⁻¹
Energy above the lowest of the compared OMol25 structures with the same formula, charge and spin ... 430.2 kJ/mol

(3)
C14H14BF4N7O4S5Y as an isolated structure. Source: OMol25; level of theory: the ωB97M-V functional and the def2-TZVPD basis.

Geometry as ORCA input:
```
! RIJCOSX wB97M-V def2-TZVPD def2/J DEFGRID3
* xyz -1 1
Y -0.14091 0.31350 -0.40735
O -3.36005 1.30734 -3.00729
C -2.32936 1.27057 -2.36844
O -1.90518 0.27953 -1.64210
C -1.39541 2.47423 -2.39732
C -1.66083 3.53702 -3.24398
C -0.78662 4.61042 -3.25016
C 0.31796 4.58498 -2.41665
C 0.50646 3.48661 -1.59403
N -0.34145 2.46040 -1.58070
H -2.54382 3.48963 -3.86355
H -0.96620 5.45935 -3.89811
H 1.02685 5.40063 -2.38859
H 1.34115 3.40839 -0.90859
S -2.00122 1.90830 1.13538
S -0.90600 2.74255 2.70401
S 0.81994 3.39884 1.86974
S 1.76854 1.65661 1.16611
N 1.62468 -1.51540 0.97368
N 2.88243 -1.65171 0.36653
C 3.03874 -1.20565 -0.89650
N 4.12507 -1.60373 -1.56555
N 2.07702 -0.39232 -1.31447
N 2.04279 -0.01749 -2.62293
O 0.95800 0.45951 -2.91790
O 2.97951 -0.10899 -3.39083
H 1.75755 -1.21688 1.93515
H 1.13301 -2.40364 0.88642
H 3.46890 -2.42326 0.65554
H 4.54744 -2.47103 -1.28361
H 4.17000 -1.32970 -2.53824
S -3.46994 -2.53910 1.73853
C -2.34623 -1.85316 0.63727
N -1.34846 -1.21441 1.14912
C -1.42430 -1.22468 2.54288
C -0.53996 -0.57703 3.40234
C -0.75957 -0.67746 4.75826
C -1.84505 -1.40648 5.26617
C -2.73843 -2.03130 4.41981
C -2.51619 -1.92594 3.04734
H -2.49174 -1.93973 -0.42994
H 0.25536 0.04783 3.00709
H -0.09864 -0.15657 5.43732
H -1.99601 -1.46706 6.33554
H -3.58634 -2.57643 4.81011
F -0.13189 -2.12651 -1.16136
B 0.52263 -3.29476 -1.69221
F 1.24972 -3.86497 -0.61291
F -0.41238 -4.17668 -2.17427
F 1.42841 -2.90414 -2.67669
*
```

HOMO level ... -4.00 eV
M ... 680.36 g mol⁻¹
Energy above the lowest of the compared OMol25 structures with the same formula, charge and spin ... 7.4 kJ/mol

(4)
C28H41Cl3N3O2PPtS2 as an isolated structure. Source: OMol25; level of theory: the ωB97M-V functional and the def2-TZVPD basis.

Geometry as ORCA input:
```
! RIJCOSX wB97M-V def2-TZVPD def2/J DEFGRID3
* xyz 0 1
Pt 0.08362 0.46360 1.24853
C 4.70122 -1.91015 1.82798
S 3.53010 -2.11070 3.18121
C 2.13871 -1.22074 2.62475
S 2.19506 -0.38264 1.11160
N 1.13451 -1.27313 3.44701
N 0.04298 -0.61990 2.95182
C -1.00640 -0.51078 3.66846
C -2.18202 0.04793 3.00413
C -3.45890 -0.12819 3.48375
C -4.53168 0.14792 2.63912
C -4.27888 0.54568 1.34627
C -2.96178 0.75204 0.94649
N -1.94089 0.57469 1.77590
H 5.57497 -2.48556 2.12666
H 4.98045 -0.86772 1.69651
H 4.30166 -2.31384 0.90058
H -1.03906 -0.93420 4.66628
H -3.61194 -0.53487 4.47344
H -5.54516 -0.01172 2.98052
H -5.07078 0.67085 0.62354
H -2.71922 1.04352 -0.05950
C -1.85462 5.98907 1.49752
C -2.52737 5.25434 0.32565
C -1.98797 3.82698 0.18027
C -0.48138 3.81294 0.45475
C -0.25077 4.11131 1.95267
C -1.37028 4.98505 2.53812
P 0.39531 2.29947 -0.13559
C 0.12128 2.20478 -1.97302
C -1.09609 1.36877 -2.39315
C -1.24114 1.41521 -3.90892
C -1.65812 2.81524 -4.38306
C -1.19709 3.89382 -3.39506
C 0.14869 3.54854 -2.76042
C 2.21187 2.71059 -0.04291
C 2.72735 3.84560 -0.95142
C 4.17485 4.23982 -0.60181
C 4.93319 3.06792 0.00790
C 4.29549 2.67918 1.34897
C 2.78520 2.95425 1.35948
H -2.54095 6.71380 1.93682
H -0.99319 6.56022 1.13710
H -2.36259 5.80481 -0.60461
H -3.60803 5.21303 0.47879
H -2.23984 3.42913 -0.79956
H -2.47392 3.18355 0.91524
H -0.03983 4.62946 -0.12851
H 0.69669 4.63680 2.07156
H -0.16874 3.17560 2.51283
H -1.00268 5.49270 3.43099
H -2.21082 4.36448 2.86215
H 0.99831 1.61998 -2.27901
H -2.01644 1.74252 -1.93775
H -0.97943 0.34952 -2.02963
H -1.96098 0.66698 -4.24175
H -0.27951 1.13572 -4.35138
H -2.74462 2.86554 -4.48541
H -1.24464 3.01386 -5.37439
H -1.94975 4.02883 -2.61509
H -1.11329 4.85935 -3.89920
H 0.47927 4.38357 -2.14832
H 0.89072 3.46026 -3.55898
H 2.64500 1.77470 -0.41615
H 2.09369 4.73049 -0.85714
H 2.68239 3.53026 -1.99511
H 4.17167 5.06593 0.11533
H 4.67849 4.61036 -1.49598
H 5.98541 3.32224 0.14453
H 4.90974 2.22062 -0.68443
H 4.76356 3.24558 2.15811
H 4.47187 1.62288 1.55812
H 2.61390 3.99983 1.62560
H 2.29110 2.34394 2.11439
Cl -2.40974 -3.00367 1.74058
C -1.92321 -3.18325 0.01272
Cl -3.05237 -4.27614 -0.79018
Cl -0.30282 -3.88283 -0.02870
C -1.98487 -1.72041 -0.59905
O -3.12261 -1.30805 -0.84017
O -0.88021 -1.17214 -0.73038
*
```

HOMO level ... -8.27 eV
M ... 848.20 g mol⁻¹

(5)
C48H48ClCrN2O2P3S as an isolated structure. Source: OMol25; level of theory: the ωB97M-V functional and the def2-TZVPD basis.

Geometry as ORCA input:
```
! RIJCOSX wB97M-V def2-TZVPD def2/J DEFGRID3
* xyz 3 4
Cr 0.52891 -0.48812 -0.36877
O 1.31067 0.24648 1.23673
P 1.68363 1.71948 1.49509
C 0.13815 2.63653 1.70274
P -0.93876 2.46399 0.23191
O -0.65682 1.09739 -0.41353
C -0.54955 3.76852 -0.91678
C -0.29285 3.46892 -2.25107
C -0.04172 4.49649 -3.14850
C -0.04501 5.81403 -2.71318
C -0.30245 6.11494 -1.37969
C -0.56037 5.09558 -0.48067
C -2.59462 2.72226 0.85619
C -3.46912 3.55124 0.15220
C -4.70665 3.86922 0.69004
C -5.07434 3.36771 1.92952
C -4.22050 2.51829 2.62401
C -2.98813 2.19123 2.08873
C 2.47547 2.46331 0.06996
C 2.92175 3.78161 0.16424
C 3.43784 4.41669 -0.95345
C 3.52020 3.74140 -2.16476
C 3.08334 2.42813 -2.26434
C 2.55896 1.80144 -1.14748
C 2.66052 1.84079 2.96707
C 2.64241 2.99581 3.75059
C 3.46845 3.08098 4.85869
C 4.30364 2.01961 5.18292
C 4.31761 0.86804 4.40560
C 3.49899 0.77315 3.29326
H 0.31815 3.69890 1.88043
H -0.36563 2.23206 2.58218
H -0.29344 2.43929 -2.58671
H 0.15124 4.26980 -4.18849
H 0.14592 6.61424 -3.41591
H -0.31299 7.14397 -1.04685
H -0.79093 5.34219 0.55041
H -3.17456 3.97726 -0.79888
H -5.37255 4.52847 0.14970
H -6.02839 3.64121 2.36083
H -4.51274 2.12319 3.58776
H -2.33593 1.53064 2.64934
H 2.88314 4.31633 1.10697
H 3.78878 5.43692 -0.87671
H 3.93687 4.23856 -3.03059
H 3.15987 1.89865 -3.20499
H 2.25659 0.75944 -1.22241
H 1.98625 3.82621 3.51770
H 3.45750 3.97092 5.47274
H 4.94558 2.08941 6.05082
H 4.96732 0.04444 4.66787
H 3.50566 -0.12358 2.68586
Cl 0.30393 -1.23009 -2.67278
C -0.88022 -2.56044 -2.66348
C -1.03179 -3.22526 -3.86413
C -1.99048 -4.22631 -3.93325
C -2.78321 -4.51080 -2.82839
C -2.62056 -3.80298 -1.64905
C -1.62957 -2.82343 -1.52193
P -1.52409 -1.75286 -0.05008
C -3.09280 -0.89313 -0.09814
C -3.43939 -0.21517 -1.27046
C -4.69347 0.35014 -1.38543
C -5.60209 0.24083 -0.33559
C -5.25430 -0.42581 0.82830
C -3.99492 -0.99651 0.95465
C -1.37670 -2.67539 1.48991
C -1.85070 -3.97533 1.67288
C -1.73114 -4.58795 2.90989
C -1.15172 -3.90772 3.97379
C -0.68384 -2.61325 3.79946
C -0.79201 -1.99841 2.56196
H -0.43570 -2.95925 -4.72631
H -2.13560 -4.76312 -4.86110
H -3.55304 -5.26739 -2.89560
H -3.30275 -3.98540 -0.82888
H -2.73948 -0.14103 -2.09562
H -4.97269 0.86804 -2.29336
H -6.59011 0.67100 -0.43397
H -5.96542 -0.51378 1.63895
H -3.72921 -1.52764 1.86106
H -2.30156 -4.52799 0.86124
H -2.09557 -5.59741 3.04551
H -1.06467 -4.38966 4.93839
H -0.22568 -2.08491 4.62479
H -0.39985 -0.99620 2.43199
C 4.48483 -4.29016 -2.37667
N 3.65621 -3.13497 -1.99898
C 4.30192 -1.85071 -2.27277
C 2.60735 -3.23439 -1.18156
S 2.34742 -1.95497 0.00037
N 1.82433 -4.31302 -1.22339
C 1.68074 -5.14553 -2.41945
C 1.04366 -4.78250 -0.08365
H 5.51373 -4.05349 -2.10716
H 4.43815 -4.48666 -3.44688
H 4.18806 -5.17118 -1.82139
H 4.80121 -1.92845 -3.23673
H 5.04098 -1.61051 -1.50724
H 3.56443 -1.05531 -2.32084
H 2.01400 -4.59901 -3.29767
H 0.62223 -5.38101 -2.52550
H 2.23132 -6.08245 -2.34176
H 1.18084 -4.13178 0.77229
H 1.37248 -5.79127 0.17296
H -0.00883 -4.82169 -0.35752
*
```

HOMO level (spin up / spin down) ... -15.99 / -15.99 eV
M ... 897.36 g mol⁻¹